Entry 1:
16
Properties=species:S:1:pos:R:3:forces:R:3 method="wB97M-V/def2-TZVPD" gap_ha=0.39690 de_lowest_kcal_mol=28.8 total_energy_ev=-7393.5183 spin_multiplicity=1 charge=0 smiles="C=CC.CC=O" molar_mass_g_mol=86.1 e_lumo_ev=1.085 homo_ev=-9.715
C 0.42050 -1.56055 0.97982 0.08 0.04 -0.15
C 0.92395 -1.08708 -0.15828 -0.05 -0.08 0.16
C 0.30317 -1.26022 -1.51201 -0.04 -0.04 -0.01
H 0.91463 -1.40151 1.93532 -0.04 -0.02 -0.16
H -0.50518 -2.13365 0.99401 0.12 0.09 -0.03
H 1.85577 -0.51931 -0.12403 -0.11 -0.11 0.00
H 0.12019 -0.28851 -1.98561 0.04 -0.14 0.07
H -0.65730 -1.77990 -1.44350 0.15 0.06 0.00
H 0.96524 -1.83240 -2.17301 -0.07 0.10 0.09
C -0.12608 2.10782 0.59238 0.02 0.02 -0.09
C -1.25836 1.14394 0.35701 -0.12 0.03 -0.21
O -1.80657 0.98466 -0.70864 0.22 0.07 0.46
H 0.68553 1.61061 1.13344 -0.14 0.06 -0.07
H 0.23565 2.50484 -0.35891 -0.04 -0.04 0.13
H -0.48226 2.93442 1.21972 0.01 -0.12 -0.07
H -1.58889 0.57686 1.25229 -0.02 0.07 -0.12


Entry 2:
54
Properties=species:S:1:pos:R:3:forces:R:3 method="wB97M-V/def2-TZVPD" gap_ha="0.23121 / 0.24117" de_lowest_kcal_mol=0.0 total_energy_ev=-76648.6407 spin_multiplicity=4 charge=-1 s2=3.76 molar_mass_g_mol=479.4 e_lumo_ev="2.434 / 2.433" homo_ev="-3.857 / -4.130"
Co -0.00710 -0.18222 -0.09197 2.56 0.38 -0.07
O 2.88098 0.99752 2.30764 -0.97 -0.64 0.10
C 1.78596 0.43040 2.21506 -0.04 0.24 -0.54
O 1.43184 -0.37613 1.24705 0.35 0.65 1.58
C 0.71192 0.70858 3.32492 -0.41 -1.14 -1.16
C -0.08075 -0.57437 3.74239 -0.76 1.17 -0.78
C -0.74116 -0.24586 5.08888 0.01 -0.36 0.04
C -1.96930 0.59192 4.66340 -0.57 1.00 0.32
C -1.71783 0.81455 3.16468 -0.24 -1.30 -0.04
O -1.30414 -0.58305 2.84209 1.77 1.04 0.65
C -0.46653 1.67475 2.94257 -0.37 0.65 -0.58
C -0.47806 2.25065 1.46049 1.87 0.05 0.01
O 0.04365 3.34686 1.22018 -1.20 -1.26 0.43
O -0.92013 1.39993 0.56108 -0.46 1.74 1.09
H 1.21289 1.09799 4.19779 0.35 0.15 0.08
H 0.53701 -1.48617 3.68784 -0.72 0.25 -0.20
H -0.05128 0.28080 5.76371 -0.25 -0.15 -0.17
H -1.05209 -1.17478 5.55496 -0.10 -0.07 0.32
H -2.11628 1.53025 5.26700 0.23 -0.78 -0.61
H -2.89562 0.00767 4.71916 0.21 0.06 0.28
H -2.62030 1.07591 2.53596 1.12 -0.30 0.75
H -0.41332 2.49323 3.69487 -0.32 -0.19 -0.85
O -0.87880 1.03538 -2.06179 -1.00 -1.09 -1.12
C -1.91908 0.16458 -2.56349 1.14 0.86 0.57
C -2.26989 -0.99176 -1.65822 0.16 0.43 0.64
C -3.27358 -1.84879 -2.08999 -0.28 0.30 0.27
C -3.64420 -2.91300 -1.29679 0.47 0.15 -0.07
C -2.95291 -3.11070 -0.10175 -1.08 -1.00 0.42
C -1.98049 -2.22617 0.25995 0.87 1.41 0.63
N -1.65007 -1.13034 -0.47261 -1.54 -1.99 -1.36
H -1.17008 1.54691 -1.28907 -0.24 0.10 0.29
H -1.58281 -0.30392 -3.51190 0.03 0.64 0.41
H -2.81364 0.76916 -2.73170 -0.17 -0.20 -0.24
H -3.81273 -1.53624 -2.97728 0.05 -0.44 -0.15
H -4.42191 -3.58734 -1.61065 -0.24 -0.09 0.04
H -3.28655 -3.90590 0.59427 0.55 0.50 -0.57
H -1.42473 -2.23519 1.20293 -0.43 -0.41 -0.22
C 4.08553 2.30022 -3.24843 -0.75 0.08 -0.56
C 3.55161 2.48943 -1.96681 -0.86 -1.56 1.61
C 2.66843 1.53571 -1.37666 1.18 1.22 -1.81
C 2.21269 0.40044 -2.12262 1.32 1.93 -1.62
C 1.31059 -0.53363 -1.65730 -1.01 -0.96 2.39
C 1.19143 -1.71549 -2.31927 -0.04 -0.44 -1.44
C 1.67090 -1.87853 -3.64556 0.58 0.27 -0.04
C 2.39562 -0.85216 -4.21048 -0.12 -0.81 -0.98
C 2.69700 0.29133 -3.47295 0.73 1.07 0.90
C 3.57709 1.28760 -4.01317 -0.17 -0.94 -0.40
H 4.81523 2.99920 -3.65116 -0.18 -0.04 0.00
H 3.88805 3.34979 -1.39612 -0.09 -0.19 0.17
H 2.38094 1.65196 -0.35489 -0.30 0.12 0.50
H 0.71420 -2.57017 -1.86592 -0.57 -0.16 0.10
H 1.48796 -2.79195 -4.20939 0.07 0.04 0.13
H 2.85242 -0.91702 -5.21262 -0.49 -0.16 0.38
H 3.81142 1.14818 -5.07832 0.34 0.18 0.47